# 1
{
  "formula": "C34H37MoN4O4S3",
  "method": "the ωB97M-V functional and the def2-TZVPD basis",
  "symbols": ["Mo", "O", "C", "C", "C", "C", "C", "C", "C", "O", "N", "N", "C", "C", "C", "C", "C", "C", "N", "H", "H", "H", "H", "H", "H", "H", "H", "H", "H", "O", "S", "C", "C", "C", "C", "S", "O", "C", "C", "C", "C", "C", "C", "C", "C", "C", "C", "C", "C", "H", "H", "H", "H", "H", "H", "H", "H", "H", "H", "H", "H", "H", "H", "H", "H", "H", "H", "S", "C", "C", "C", "C", "C", "N", "H", "H", "H", "H", "H", "H", "H", "H", "H"],
  "xyz": [[0.1766, 0.5755, 0.2504], [-0.5451, 1.5180, 4.6118], [-1.8201, 1.0711, 4.7286], [-2.5381, 1.2805, 5.9033], [-3.8418, 0.8347, 6.0257], [-4.4501, 0.1721, 4.9704], [-3.7542, -0.0131, 3.7905], [-2.4382, 0.4255, 3.6428], [-1.7732, 0.2992, 2.3279], [-0.4798, 0.2817, 2.2258], [-2.5591, 0.2910, 1.2689], [-1.8006, 0.4091, 0.1495], [-2.3305, 0.4133, -1.0702], [-1.4267, 0.5714, -2.1351], [-1.8163, 0.6839, -3.4861], [-0.8783, 0.8809, -4.4604], [0.4849, 0.9713, -4.0887], [0.8172, 0.8635, -2.7646], [-0.0801, 0.6600, -1.7795], [-0.3312, 2.0746, 5.3669], [-2.0624, 1.8090, 6.7230], [-4.3816, 1.0165, 6.9462], [-5.4655, -0.1888, 5.0686], [-4.2140, -0.4984, 2.9409], [-3.4012, 0.3245, -1.2028], [-2.8725, 0.6353, -3.7183], [-1.1692, 0.9809, -5.4978], [1.2566, 1.1384, -4.8265], [1.8483, 0.9406, -2.4378], [2.4570, 0.1022, -0.0865], [3.8486, 0.1553, 0.4775], [4.4995, -1.5678, 0.3118], [3.4885, -2.6443, 0.6912], [2.6001, -3.0892, -0.4725], [1.4480, -3.9647, 0.0077], [-0.1575, -3.0233, 0.0089], [0.2950, -1.5942, 0.1000], [-0.5464, -3.3148, -1.7150], [-1.2894, -4.4409, -2.0481], [-1.5597, -4.7027, -3.3802], [-1.1002, -3.8403, -4.3688], [-0.3660, -2.7146, -4.0222], [-0.0806, -2.4524, -2.6923], [3.8040, 0.1077, 2.2682], [2.7260, -0.3997, 2.9679], [2.7689, -0.3978, 4.3535], [3.8714, 0.1220, 5.0142], [4.9429, 0.6407, 4.2990], [4.9135, 0.6303, 2.9164], [5.3708, -1.5793, 0.9668], [4.8387, -1.6732, -0.7211], [2.8602, -2.2745, 1.5026], [4.0254, -3.5133, 1.0800], [3.1999, -3.6315, -1.2062], [2.2051, -2.1986, -0.9628], [1.5909, -4.3080, 1.0332], [1.2635, -4.8273, -0.6310], [-1.6467, -5.1065, -1.2700], [-2.1319, -5.5794, -3.6540], [-1.3173, -4.0472, -5.4083], [-0.0150, -2.0329, -4.7858], [0.4926, -1.5821, -2.4115], [1.8344, -0.7397, 2.4599], [1.9240, -0.7809, 4.9076], [3.8932, 0.1446, 6.0968], [5.7903, 1.0701, 4.8171], [5.7274, 1.0524, 2.3381], [2.0877, 3.1860, 1.9601], [0.9808, 2.3827, 1.0378], [-1.5248, 3.7217, -1.3201], [-0.4458, 3.9497, -0.2663], [0.7277, 4.7027, -0.8979], [-1.0325, 4.7294, 0.9127], [0.0310, 2.6573, 0.2387], [-1.9106, 4.6838, -1.6609], [-2.3460, 3.1396, -0.8998], [-1.1172, 3.1872, -2.1789], [0.3876, 5.6597, -1.2991], [1.1510, 4.1099, -1.7120], [1.5050, 4.8902, -0.1594], [-1.4192, 5.6920, 0.5721], [-0.2672, 4.9042, 1.6689], [-1.8446, 4.1553, 1.3627]],
  "mulliken_spin": [1.93, 0.00, 0.02, -0.01, 0.02, -0.01, 0.02, -0.02, 0.10, 0.06, -0.03, 0.25, 0.14, 0.24, -0.01, 0.09, 0.11, 0.05, 0.04, 0.00, 0.00, 0.00, 0.00, 0.00, 0.00, -0.01, 0.01, 0.01, 0.01, 0.02, 0.00, 0.00, 0.00, 0.00, 0.00, 0.00, -0.03, 0.02, 0.00, 0.00, 0.00, -0.01, -0.01, 0.00, 0.04, 0.01, 0.00, 0.00, 0.00, 0.00, 0.00, 0.00, 0.00, 0.00, 0.00, 0.00, 0.00, 0.00, 0.00, 0.00, 0.01, -0.01, -0.04, 0.00, 0.00, 0.00, 0.00, -0.01, -0.15, 0.03, -0.01, 0.00, 0.00, 0.11, 0.00, -0.01, -0.01, 0.00, 0.00, 0.00, 0.00, 0.00, 0.00],
  "de_lowest_kj_mol": 40.5,
  "e_homo_ev": [-5.173, -6.330],
  "energy_ev": -84369.1549,
  "multiplicity": 4,
  "charge": 0
}



# 2
{
  "formula": "C34H37N6O12S",
  "method": "the ωB97M-V functional and the def2-TZVPD basis",
  "symbols": ["C", "C", "C", "N", "S", "C", "O", "O", "H", "H", "H", "H", "H", "H", "H", "H", "H", "H", "H", "H", "C", "C", "C", "C", "C", "C", "N", "O", "O", "H", "H", "H", "H", "H", "C", "C", "C", "C", "C", "C", "N", "O", "O", "H", "H", "H", "H", "H", "C", "C", "C", "C", "C", "C", "N", "O", "O", "H", "H", "H", "H", "H", "C", "C", "C", "C", "C", "C", "N", "O", "O", "H", "H", "H", "H", "H", "C", "C", "C", "C", "C", "C", "N", "O", "O", "H", "H", "H", "H", "H"],
  "xyz": [[2.3100, 1.9889, -3.1862], [2.7283, 0.8504, -2.2392], [1.6331, -0.2107, -2.0330], [2.0252, -1.6160, -2.3091], [3.1537, -2.3240, -1.2538], [3.4361, -1.1958, 0.1449], [3.9979, -2.0746, 1.0771], [4.8585, -1.3396, 1.9431], [2.3206, 2.9389, -2.6580], [1.3095, 1.8400, -3.5872], [2.9862, 2.1022, -4.0314], [2.9255, 1.3132, -1.2710], [3.6565, 0.3931, -2.5903], [0.8165, -0.0224, -2.7281], [1.1853, -0.1542, -1.0449], [2.4432, -1.6600, -3.2365], [4.3365, -2.1980, -1.8930], [4.1506, -0.4253, -0.1454], [2.4964, -0.7489, 0.4712], [4.3057, -0.6299, 2.3084], [-0.8082, 7.4856, -3.0257], [0.4376, 7.8250, -2.5104], [1.1111, 6.9413, -1.6853], [0.5133, 5.7264, -1.3997], [-0.7287, 5.3700, -1.8899], [-1.3913, 6.2643, -2.7138], [1.2189, 4.7687, -0.5408], [2.2819, 5.1027, -0.0555], [0.6948, 3.6857, -0.3447], [-1.3274, 8.1785, -3.6743], [0.8854, 8.7784, -2.7534], [2.0787, 7.1909, -1.2767], [-1.1705, 4.4215, -1.6365], [-2.3608, 6.0067, -3.1178], [-6.6600, 4.3999, 1.0342], [-5.3403, 4.0147, 1.2302], [-4.4992, 3.8446, 0.1439], [-5.0027, 4.0721, -1.1246], [-6.3135, 4.4542, -1.3436], [-7.1459, 4.6155, -0.2491], [-4.1070, 3.9231, -2.2790], [-2.9612, 3.5634, -2.0620], [-4.5385, 4.1829, -3.3817], [-7.3124, 4.5363, 1.8861], [-4.9621, 3.8519, 2.2297], [-3.4703, 3.5497, 0.2845], [-6.6764, 4.6235, -2.3461], [-8.1738, 4.9148, -0.3982], [2.4145, 7.0436, 4.4901], [1.2803, 7.7156, 4.9273], [0.0215, 7.2700, 4.5589], [-0.0727, 6.1484, 3.7575], [1.0414, 5.4657, 3.3095], [2.2952, 5.9228, 3.6788], [-1.4068, 5.6549, 3.3687], [-2.3740, 6.2766, 3.7531], [-1.4596, 4.6518, 2.6809], [3.3947, 7.3957, 4.7826], [1.3754, 8.5890, 5.5572], [-0.8684, 7.7840, 4.8895], [0.9323, 4.5969, 2.6774], [3.1782, 5.4036, 3.3328], [2.2976, -6.6863, 0.1599], [3.4546, -5.9643, -0.1070], [4.4468, -6.4946, -0.9145], [4.2582, -7.7533, -1.4501], [3.1220, -8.4960, -1.1945], [2.1377, -7.9534, -0.3825], [5.3017, -8.3114, -2.3301], [6.2918, -7.6329, -2.5223], [5.1045, -9.4051, -2.8115], [1.5235, -6.2662, 0.7859], [3.5860, -4.9794, 0.3234], [5.3518, -5.9443, -1.1257], [3.0053, -9.4793, -1.6248], [1.2419, -8.5206, -0.1794], [-4.3047, -10.3506, 2.1606], [-4.0791, -10.4335, 0.7930], [-3.1413, -9.6109, 0.1924], [-2.4427, -8.7176, 0.9836], [-2.6538, -8.6145, 2.3463], [-3.5958, -9.4412, 2.9345], [-1.4333, -7.8549, 0.3538], [-1.2723, -7.9468, -0.8460], [-0.8050, -7.0944, 1.0696], [-5.0355, -10.9984, 2.6257], [-4.6329, -11.1414, 0.1925], [-2.9565, -9.6647, -0.8697], [-2.0941, -7.9050, 2.9365], [-3.7748, -9.3773, 3.9986]],
  "mulliken_charge": [-1.10, 0.08, -1.04, -0.33, 0.20, -0.58, -0.16, -0.33, 0.10, 0.33, 0.34, 0.22, 0.33, 0.52, 0.43, 0.38, 0.25, 0.57, 0.45, 0.35, -0.58, -0.44, -0.53, -0.10, -0.46, -0.23, 1.15, -0.64, -0.60, 0.41, 0.39, 0.49, 0.79, 0.39, -0.46, -0.47, -0.30, 0.19, -0.49, -0.41, 0.97, -0.62, -0.59, 0.39, 0.40, 0.49, 0.46, 0.38, -0.46, -0.39, -0.46, 0.06, -0.27, -0.47, 1.08, -0.62, -0.61, 0.38, 0.38, 0.46, 0.50, 0.39, -0.72, -0.15, -0.70, 0.14, -0.67, -0.10, 1.01, -0.61, -0.59, 0.42, 0.67, 0.48, 0.47, 0.34, -0.42, -0.46, -0.36, 0.22, -0.31, -0.46, 0.96, -0.58, -0.58, 0.39, 0.38, 0.44, 0.43, 0.37],
  "e_homo_ev": -11.549,
  "energy_ev": -80179.0611,
  "charge": 1
}